1.
13
Properties=species:S:1:pos:R:3:forces:R:3 method="wB97M-V/def2-TZVPD" smiles="N#CC1=C[C@H]2C[C@H]2O1" relative_energy_kcal_mol=47.47 energy_ha=-361.50857
C -2.082010 -0.113103 0.150403 -4.463 1.254 -0.064
C -0.645911 0.079871 0.036765 -0.582 -1.805 -1.793
C 0.035582 1.205993 -0.253770 0.238 -1.070 1.484
C 1.440737 0.759948 -0.312861 2.711 3.018 -3.349
C 2.068092 -0.016475 0.772340 1.269 0.168 0.875
C 1.387248 -0.767160 -0.336006 3.771 -0.824 -0.472
H -0.329816 2.242120 -0.281704 0.147 -0.811 0.041
H 2.223259 1.429784 -0.921351 -2.069 -1.647 1.040
H 3.183865 0.045021 0.792445 -1.065 -0.451 -0.503
H 1.740101 0.137076 1.767660 -0.939 -0.306 0.783
H 2.114767 -1.499988 -0.874783 -1.858 1.531 0.501
N -3.277011 0.003488 0.157441 5.422 -0.844 0.108
O 0.098059 -1.159109 -0.240697 -2.581 1.786 1.351

2.
118
Properties=species:S:1:pos:R:3:forces:R:3 method="wB97M-V/def2-TZVPD" smiles="C[C@H]1COC(=O)O1.C[C@H]1COC(=O)O1.C[C@H]1COC(=O)O1.C[C@H]1COC(=O)O1.C[C@H]1COC(=O)O1.C[C@H]1COC(=O)O1.ClCCCl.ClCCCl.ClCCCl.ClCCCl.ClCCCl" relative_energy_kcal_mol=99.58 energy_ha=-7285.34512
C -6.092020 -2.594215 -17.192658 -0.194 -0.239 0.762
C -6.562402 -2.174931 -15.816450 -1.355 0.361 -1.645
C -5.979646 -2.778436 -14.617823 1.259 -2.080 0.637
O -5.617896 -1.718817 -13.749866 -0.715 0.182 0.439
C -5.769748 -0.586936 -14.444757 1.763 3.120 0.323
O -5.427934 0.530995 -14.100672 -0.863 -2.179 -0.035
O -6.197313 -0.843490 -15.676964 -0.028 1.809 -0.158
H -6.462531 -3.604707 -17.365074 0.049 0.080 -0.508
H -5.004351 -2.562961 -17.256613 -0.018 -0.034 -0.035
H -6.528048 -1.835906 -17.843005 0.081 -0.450 -0.428
H -7.652326 -2.185399 -15.824723 -0.236 -0.275 0.166
H -5.042905 -3.245252 -14.922280 0.079 -0.452 0.270
H -6.635410 -3.505269 -14.138460 0.180 0.152 0.218
C 5.227553 -13.819267 -11.382910 1.576 0.072 -0.301
C 6.224228 -13.115357 -10.419717 -1.741 0.404 -1.652
C 5.797279 -11.678150 -10.099968 0.633 -0.215 -0.977
O 5.802166 -11.677616 -8.688432 0.029 3.458 -0.626
C 6.098213 -12.829597 -8.190534 -2.427 -2.381 2.738
O 5.967057 -13.088040 -7.008262 1.260 0.177 -1.731
O 6.156107 -13.740964 -9.176752 1.239 -1.230 0.819
H 4.214895 -13.849762 -10.980803 0.192 -0.061 0.046
H 5.618319 -14.800214 -11.653347 -0.301 -0.345 0.546
H 5.242853 -13.353393 -12.368217 -0.224 0.593 0.125
H 7.242843 -13.028202 -10.797793 0.066 -0.795 -0.052
H 4.847374 -11.366302 -10.534165 -0.245 -0.186 0.497
H 6.562662 -11.042274 -10.544881 -0.060 0.512 0.560
C -0.747920 -13.852361 -5.991341 -0.446 0.895 -0.144
C -0.687356 -12.730612 -4.888246 0.836 -0.985 -1.444
C 0.060778 -11.437510 -5.284132 1.392 -0.589 0.317
O -0.745915 -10.398867 -4.822133 -2.140 0.374 0.151
C -2.009650 -10.892557 -4.490295 -0.481 3.518 0.690
O -2.922500 -10.142936 -4.121151 2.625 -2.895 -1.220
O -1.985014 -12.205517 -4.621057 -1.184 -1.003 0.447
H -1.554746 -14.577097 -5.882210 -0.135 0.212 0.642
H 0.154025 -14.457616 -6.082165 0.259 0.388 0.304
H -0.944560 -13.405434 -6.965854 0.145 0.188 -0.072
H -0.237589 -13.218543 -4.023536 -0.416 0.412 0.478
H 0.306160 -11.383390 -6.344769 -0.577 0.144 -0.250
H 1.009837 -11.258790 -4.778714 0.135 -0.646 0.106
C 9.065740 -6.405959 -4.763833 -0.015 -0.405 -0.188
C 8.108717 -6.769165 -3.627544 2.557 -1.405 -0.110
C 8.619178 -6.358118 -2.225768 0.165 0.607 -1.448
O 7.421557 -5.993082 -1.642989 -0.963 -0.141 1.334
C 6.479633 -5.758852 -2.562523 -2.171 2.366 1.703
O 5.461908 -5.187886 -2.200536 1.485 -1.524 -1.919
O 6.909375 -6.110550 -3.794570 -1.899 1.379 0.798
H 9.956484 -7.033962 -4.746854 -0.094 -0.196 0.023
H 9.437342 -5.381411 -4.746371 -0.281 0.158 0.515
H 8.590649 -6.499973 -5.740330 -0.099 -0.312 0.082
H 7.839656 -7.821171 -3.532727 0.435 -0.396 -0.663
H 9.178748 -5.433356 -2.366451 0.686 -0.126 0.364
H 9.101169 -7.099143 -1.588049 0.180 0.005 -0.491
C 7.719635 -7.652152 -16.124329 -0.143 0.462 -0.553
C 7.534513 -8.709873 -17.224661 0.214 1.326 0.237
C 8.527539 -8.852926 -18.370566 0.361 1.503 -0.099
O 9.028739 -10.175805 -18.274589 0.819 0.691 -1.338
C 8.633593 -10.736834 -17.156539 -0.407 -3.168 0.694
O 8.961730 -11.876556 -16.816438 -1.034 3.477 -0.292
O 7.724053 -9.914261 -16.573095 -0.496 -2.788 1.619
H 6.780585 -7.451380 -15.608593 -0.123 -0.353 -0.021
H 7.985696 -6.679552 -16.538305 0.408 -0.017 -0.007
H 8.422935 -8.012042 -15.373368 0.223 0.237 -0.241
H 6.549461 -8.544575 -17.661055 -0.357 -0.741 0.246
H 9.331634 -8.127924 -18.244444 0.312 -0.168 -0.149
H 8.042690 -8.651384 -19.325759 0.215 -0.455 -0.081
C -0.299145 -0.582179 -8.265314 0.156 -0.128 0.560
C 0.168854 -1.859218 -7.514343 -2.618 2.259 -1.738
C -0.717767 -3.074435 -7.844304 1.503 -0.396 1.287
O 0.272683 -3.979183 -8.384916 -2.001 -1.030 -0.186
C 1.439092 -3.414196 -8.419780 5.493 -3.121 -3.249
O 2.478760 -3.959689 -8.885608 -3.626 1.670 1.794
O 1.412713 -2.179162 -8.043590 1.126 1.531 1.430
H 0.343925 0.250847 -7.981366 -0.201 0.110 0.206
H -1.340127 -0.377140 -8.015441 0.043 0.218 0.127
H -0.225538 -0.627831 -9.351869 0.030 -0.572 0.002
H 0.114211 -1.639593 -6.448087 0.781 -0.218 0.059
H -1.556389 -2.913694 -8.521785 0.224 -0.118 0.065
H -0.958121 -3.500876 -6.870406 -0.911 -0.205 -0.370
Cl 6.064565 3.748162 -3.883316 -0.208 -0.235 -0.187
C 5.054082 2.268121 -3.806037 -0.124 -0.076 0.981
C 5.676984 1.071866 -4.512582 0.396 0.981 -0.044
Cl 7.380393 0.753628 -4.021098 -0.386 0.046 0.048
H 4.078074 2.514545 -4.224108 0.166 -0.085 -0.345
H 4.863151 2.094782 -2.746985 0.286 -0.138 -0.007
H 5.718378 1.391253 -5.553915 -0.001 -0.754 -0.140
H 5.134510 0.147969 -4.311978 -0.129 0.248 -0.305
Cl -10.300694 -7.404414 -8.466093 -0.198 0.149 0.062
C -10.074802 -6.007040 -7.364962 0.909 -0.677 0.583
C -8.579666 -5.673823 -7.371481 -0.185 0.266 -1.586
Cl -8.267942 -4.332831 -6.283728 0.194 0.280 0.538
H -10.312393 -6.326785 -6.350368 -0.327 -0.074 -0.162
H -10.743103 -5.198143 -7.660209 0.371 -0.030 -0.102
H -8.274612 -5.341388 -8.363715 -0.267 0.232 -0.086
H -7.892946 -6.506521 -7.219409 -0.493 -0.147 0.755
Cl 6.185377 0.415496 -14.382653 0.688 0.110 0.496
C 4.730266 -0.069194 -15.209506 -1.845 0.611 -0.136
C 3.551288 -0.180247 -14.208335 1.381 -0.813 0.678
Cl 2.059266 -0.748928 -14.948209 -0.228 0.076 -0.378
H 4.906142 -1.003340 -15.742925 -0.132 0.135 0.107
H 4.470300 0.740353 -15.891527 0.209 -0.261 -0.312
H 3.362488 0.716787 -13.618601 0.060 0.182 -0.509
H 3.842716 -0.939688 -13.482793 -0.136 -0.046 0.059
Cl -1.439508 6.718493 -0.122710 -0.076 0.206 0.345
C 0.038117 6.785567 -1.072480 0.260 -0.885 -1.999
C -0.308794 6.768498 -2.603814 0.751 1.417 1.116
Cl -1.087672 5.284739 -3.040541 -0.639 -0.826 -0.302
H 0.577168 5.844407 -0.964137 0.063 0.126 0.634
H 0.680466 7.621185 -0.794585 -0.313 0.036 -0.015
H 0.592661 6.819334 -3.214461 0.132 0.134 0.283
H -0.928490 7.630312 -2.851508 -0.171 -0.210 -0.064
Cl -3.379585 -2.672236 -0.290204 -0.218 0.095 0.030
C -2.863945 -4.317830 0.117534 0.280 -0.501 -0.256
C -3.838133 -5.097694 0.976407 0.320 0.468 0.545
Cl -3.741855 -4.513990 2.680827 -0.132 -0.071 -0.116
H -1.884914 -4.223739 0.587377 -0.190 -0.107 0.155
H -2.712157 -4.864894 -0.812939 -0.132 0.120 -0.105
H -3.534298 -6.144000 1.008348 -0.145 0.072 -0.120
H -4.879719 -4.984819 0.675648 0.221 -0.083 -0.144